(1)
Below is a structure of composition C21H23F8N3O4S, with properties calculated with wB97M-V/def2-TZVPD.

Last column: natural (NBO) charge in e.
Geometry (Å):
C: -3.233 -0.014 -1.965  -0.604
C: -2.314 -1.223 -1.859  -0.392
C: -2.606 -2.297 -2.904  -0.400
C: -1.530 -3.397 -2.976  -0.406
C: -0.630 -3.408 -4.228  -0.385
C: 0.773 -2.808 -4.081  -0.396
C: 0.709 -1.272 -3.915  -0.439
C: 1.481 -0.615 -2.781  -0.074
C: 1.649 -1.172 -1.461  0.354
O: 1.075 -2.401 -1.199  -0.715
C: 2.329 -0.546 -0.456  -0.076
C: 2.540 -1.108 0.933  -0.547
C: 1.322 -1.742 1.553  0.461
O: 0.582 -1.114 2.261  -0.533
C: 2.884 0.736 -0.726  0.171
N: 3.550 1.521 0.124  -0.640
S: 3.918 2.862 -0.669  0.999
N: 3.273 2.537 -2.103  -0.591
C: 2.733 1.324 -1.995  0.014
C: 2.028 0.615 -2.994  0.332
O: 1.873 1.283 -4.243  -0.469
C: 2.920 1.135 -4.989  0.536
N: 3.842 1.017 -5.652  -0.394
H: -4.257 -0.315 -1.760  0.206
H: -3.189 0.439 -2.950  0.202
H: -2.943 0.729 -1.228  0.216
H: -1.279 -0.876 -1.908  0.174
H: -2.429 -1.683 -0.877  0.196
H: -3.545 -2.756 -2.598  0.205
H: -2.791 -1.838 -3.874  0.196
H: -0.965 -3.366 -2.051  0.189
H: -2.052 -4.351 -2.967  0.211
H: -1.127 -2.806 -4.990  0.192
H: -0.596 -4.413 -4.636  0.211
H: 1.268 -2.988 -5.033  0.208
H: 1.369 -3.309 -3.330  0.221
H: 1.113 -0.849 -4.824  0.233
H: -0.316 -0.915 -3.878  0.227
H: 0.195 -2.270 -0.827  0.491
H: 3.394 -1.787 0.925  0.243
H: 2.813 -0.273 1.570  0.259
H: 1.127 -2.793 1.301  0.126
C: -0.373 2.205 6.298  -0.134
C: -0.075 3.683 5.993  0.595
C: -1.264 4.603 5.712  0.520
F: -1.933 4.223 4.607  -0.318
F: -0.803 5.861 5.506  -0.322
F: 0.826 3.771 4.992  -0.309
F: 0.517 4.188 7.115  -0.330
O: -0.217 1.272 5.246  -0.507
C: -1.246 0.987 4.377  0.851
C: -0.875 1.350 2.940  0.478
F: -0.617 2.676 2.839  -0.327
F: -1.924 1.074 2.123  -0.331
F: -2.402 1.567 4.761  -0.323
F: -1.445 -0.347 4.420  -0.317
H: 0.390 1.914 7.018  0.228
H: -1.330 2.084 6.808  0.207
H: -1.950 4.620 6.564  0.139
H: -0.004 0.791 2.604  0.190

Summary:
Calculated total energy in eV: -67383.51041
HOMO-LUMO gap in hartree: 0.3092
LUMO in eV: -1.1

(2)
Below is a structure of composition C36H60GeN4PTi, with properties calculated with wB97M-V/def2-TZVPD.

Last column: Löwdin spin population.
Geometry (Å):
Ti: 0.965 0.249 -0.207  0.272
C: -0.036 2.953 2.719  0.001
C: 0.354 3.822 1.528  0.000
C: 1.392 3.199 0.599  0.000
N: 0.904 2.259 -0.428  0.002
C: 0.610 2.715 -1.650  0.002
C: 0.430 4.094 -1.924  -0.001
C: 0.070 4.724 -3.087  0.000
C: -0.214 4.200 -4.357  -0.001
C: -0.113 2.893 -4.750  0.000
C: 0.297 1.781 -3.995  -0.001
C: 0.633 1.672 -2.666  0.004
N: 1.035 0.450 -2.138  0.023
C: 2.047 -0.329 -2.852  0.003
C: 3.408 0.266 -2.493  0.002
C: 3.911 0.027 -1.063  0.002
N: 2.915 0.067 0.027  0.028
C: 3.371 0.058 1.320  0.003
C: 4.740 0.024 1.594  0.003
C: 5.453 -0.031 2.788  0.000
C: 4.998 -0.101 4.085  0.002
C: 3.668 -0.110 4.476  0.002
C: 2.518 -0.017 3.713  0.001
C: 2.312 0.105 2.330  0.002
N: 1.076 0.225 1.793  0.007
C: -0.160 0.370 2.581  0.012
C: -0.855 1.708 2.356  0.008
H: -0.604 3.566 3.419  0.000
H: 0.873 2.662 3.256  0.000
H: 0.780 4.755 1.906  0.000
H: -0.541 4.104 0.963  0.000
H: 2.118 2.647 1.200  0.000
H: 1.970 3.974 0.091  0.000
H: 0.543 4.752 -1.074  0.000
H: -0.031 5.801 -3.004  0.000
H: -0.530 4.914 -5.107  0.000
H: -0.361 2.678 -5.782  0.000
H: 0.343 0.853 -4.552  0.000
H: 1.880 -0.327 -3.931  0.000
H: 1.987 -1.370 -2.539  0.001
H: 3.366 1.340 -2.693  0.000
H: 4.173 -0.136 -3.162  0.000
H: 4.668 0.792 -0.872  0.000
H: 4.427 -0.939 -1.011  0.001
H: 5.380 0.021 0.726  0.000
H: 6.530 -0.040 2.662  0.000
H: 5.743 -0.162 4.867  0.000
H: 3.489 -0.192 5.542  0.000
H: 1.618 -0.037 4.306  0.000
H: 0.022 0.237 3.645  0.001
H: -0.844 -0.430 2.293  0.004
H: -1.777 1.680 2.941  0.000
H: -1.186 1.781 1.314  0.007
C: -5.497 0.797 -3.465  0.001
C: -4.664 0.765 -2.193  0.006
C: -3.452 1.686 -2.267  0.020
C: -2.586 1.640 -1.003  0.071
Ge: -1.822 -0.161 -0.817  0.339
C: -2.744 -1.340 0.450  0.079
C: -3.665 -0.648 1.450  0.006
C: -4.424 -1.641 2.325  0.003
C: -5.327 -0.949 3.332  0.001
H: -6.361 0.138 -3.399  0.000
H: -4.907 0.483 -4.329  0.000
H: -5.865 1.804 -3.665  0.001
H: -4.346 -0.269 -1.995  0.004
H: -5.276 1.057 -1.334  0.000
H: -3.796 2.712 -2.428  0.004
H: -2.847 1.430 -3.143  0.001
H: -3.188 1.806 -0.104  0.003
H: -1.821 2.414 -1.005  0.002
H: -1.728 -0.804 -2.206  0.024
H: -2.036 -1.986 0.969  0.003
H: -3.329 -2.000 -0.204  0.011
H: -4.381 -0.008 0.924  0.000
H: -3.087 0.026 2.093  0.000
H: -3.704 -2.285 2.842  0.000
H: -5.011 -2.305 1.685  0.000
H: -4.752 -0.308 4.004  0.000
H: -5.869 -1.666 3.947  0.000
H: -6.067 -0.322 2.831  0.000
C: -0.174 -4.802 -1.861  0.000
C: -0.093 -3.278 -1.774  -0.001
P: 0.778 -2.585 -0.314  0.023
C: 0.139 -3.636 1.050  -0.001
C: 0.462 -3.229 2.481  0.000
C: 2.491 -3.223 -0.526  0.009
C: 3.306 -3.378 0.753  0.000
H: -0.591 -5.098 -2.823  0.000
H: -0.821 -5.213 -1.088  0.000
H: 0.799 -5.285 -1.773  0.000
H: -1.099 -2.857 -1.777  0.000
H: 0.391 -2.862 -2.662  0.000
H: 0.540 -4.633 0.841  0.000
H: -0.940 -3.734 0.908  0.000
H: 1.514 -2.975 2.617  0.000
H: 0.233 -4.052 3.159  0.000
H: -0.134 -2.376 2.799  0.000
H: 3.004 -2.571 -1.232  0.000
H: 2.405 -4.194 -1.019  0.001
H: 3.338 -2.464 1.345  0.000
H: 4.333 -3.650 0.509  0.000
H: 2.905 -4.169 1.386  0.000

Summary:
Calculated total energy in eV: -133172.76179
Multiplicity: 2
HOMO-LUMO gap (spin up / spin down) in hartree: 0.2445 / 0.2283
Energy above the lowest of the compared OMol25 structures with the same formula, charge and spin in eV: 1.8955
LUMO (spin up / spin down) in eV: -6.3 / -7.1
Total charge: +2

(3)
Below is the molecule C3H8OS, with properties calculated with wB97M-V/def2-TZVPD.

Last column: natural (NBO) charge in e.
Geometry (Å):
C: -0.885 -0.357 0.382  -0.655
C: -2.074 0.507 0.064  -0.654
C: 2.010 -0.668 0.275  -0.820
O: 0.784 1.647 0.269  -0.990
S: 0.573 0.315 -0.252  1.549
H: -1.031 -1.371 -0.141  0.194
H: -2.915 -0.084 0.418  0.227
H: -2.069 1.531 0.427  0.233
H: -2.263 0.491 -0.978  0.198
H: 2.223 -0.527 1.386  0.267
H: 1.591 -1.737 -0.030  0.231
H: 2.913 -0.422 -0.250  0.243
H: 1.142 0.675 -1.571  -0.022

Summary:
Calculated total energy in eV: -16118.92744
HOMO-LUMO gap in hartree: 0.3249
Energy above the lowest of the compared OMol25 structures with the same formula, charge and spin in eV: 4.3100
LUMO in eV: 0.4
SMILES: CC=[S@H](C)=O

(4)
Below is a cluster of 2 separate species, C4H7NO in total, with properties calculated with wB97M-V/def2-TZVPD.

Last column: natural (NBO) charge in e.
Geometry (Å):
C: -2.010 0.710 -0.633  -0.447
N: -0.746 0.192 -1.109  -0.330
C: 1.325 -1.619 1.647  -0.167
C: 0.270 0.350 -0.372  -0.016
C: 1.608 -0.100 -0.858  0.386
O: 2.628 0.217 -0.289  -0.497
H: -2.797 -0.022 -0.835  0.216
H: -2.249 1.610 -1.210  0.219
H: -2.008 0.964 0.437  0.177
H: 1.939 -0.942 2.284  0.087
H: 0.289 -1.337 1.950  0.070
H: 0.254 0.848 0.612  0.162
H: 1.591 -0.712 -1.778  0.138

Summary:
Calculated total energy in eV: -7793.13209
HOMO-LUMO gap (spin up / spin down) in hartree: 0.3211 / 0.3214
Energy above the lowest of the compared OMol25 structures with the same formula, charge and spin in eV: 6.5123
LUMO (spin up / spin down) in eV: -1.1 / -1.1

(5)
Below is a structure of composition C15H23BIrN4OSi, with properties calculated with wB97M-V/def2-TZVPD.

Last column: Löwdin spin population.
Geometry (Å):
Ir: -14.905 -3.551 1.746  2.662
C: -16.938 -2.066 1.837  0.033
C: -17.154 -2.689 0.600  0.054
C: -17.674 -4.010 0.575  0.061
C: -17.962 -4.658 1.774  0.069
C: -17.729 -4.035 2.991  0.066
C: -17.255 -2.742 3.058  0.047
H: -16.564 -1.037 1.874  0.001
H: -16.903 -2.234 -0.335  0.000
H: -17.754 -4.500 -0.393  0.001
H: -18.401 -5.652 1.758  0.001
H: -17.983 -4.571 3.883  0.002
H: -17.116 -2.301 4.045  0.001
B: -12.789 -2.770 4.605  0.258
N: -13.575 -4.067 4.562  0.074
C: -13.496 -5.024 5.527  0.046
C: -14.267 -6.096 5.201  0.021
C: -14.859 -5.708 4.012  0.078
N: -14.425 -4.529 3.576  0.075
N: -12.961 -1.775 3.539  0.122
C: -12.372 -0.548 3.551  0.049
C: -12.740 0.182 2.454  0.023
C: -13.660 -0.673 1.806  0.109
N: -13.775 -1.818 2.493  0.122
H: -12.831 -2.261 5.763  0.166
H: -11.577 -2.873 4.749  0.166
H: -12.807 -4.825 6.330  0.001
H: -14.466 -6.969 5.794  0.001
H: -15.659 -6.261 3.493  0.004
H: -11.704 -0.215 4.351  0.001
H: -12.328 1.171 2.188  0.001
H: -14.189 -0.559 0.896  0.005
C: -13.336 -5.241 -1.989  0.014
Si: -13.711 -3.517 -1.741  0.048
C: -15.058 -2.904 -2.743  0.008
C: -12.209 -2.425 -1.798  0.022
O: -14.152 -3.404 -0.087  0.583
H: -13.190 -5.314 -3.075  0.002
H: -14.233 -5.864 -1.832  0.000
H: -12.475 -5.616 -1.478  0.000
H: -14.647 -2.833 -3.755  0.001
H: -15.315 -1.901 -2.467  0.000
H: -15.884 -3.630 -2.764  0.000
H: -11.788 -2.490 -2.810  0.003
H: -11.390 -2.829 -1.162  0.000
H: -12.421 -1.387 -1.532  0.000

Summary:
Calculated total energy in eV: -35310.55216
Multiplicity: 6
HOMO-LUMO gap (spin up / spin down) in hartree: 0.3657 / 0.2134
Energy above the lowest of the compared OMol25 structures with the same formula, charge and spin in eV: 0.0000
LUMO (spin up / spin down) in eV: -5.7 / -10.0
Total charge: +2

(6)
Below is a cluster of 3 separate species, C3H8N2O2 in total, with properties calculated with wB97M-V/def2-TZVPD.

Last column: natural (NBO) charge in e.
Geometry (Å):
C: -0.942 -0.170 -1.900  -0.103
C: -0.753 -1.463 -1.456  -0.122
N: -0.100 -1.346 -0.212  -0.477
C: 0.111 -0.068 -0.026  0.155
N: -0.364 0.726 -1.039  -0.538
H: -1.275 0.089 -2.904  0.210
H: -1.183 -2.387 -1.757  0.214
H: 0.528 0.211 0.952  0.221
H: -0.093 1.689 -1.211  0.427
H: -0.324 2.737 1.479  0.485
H: -1.688 1.843 1.494  0.494
O: -0.742 1.896 1.321  -0.969
H: 1.527 -1.494 2.037  0.491
H: 2.830 -0.884 1.248  0.481
O: 2.467 -1.379 1.973  -0.969

Summary:
Calculated total energy in eV: -10314.93768
HOMO-LUMO gap in hartree: 0.3319
Energy above the lowest of the compared OMol25 structures with the same formula, charge and spin in eV: 2.0146
LUMO in eV: 0.4
SMILES: c1c[nH]cn1.O.O

(7)
Below is a cluster of 2 separate species, C4H4N2O in total, with properties calculated with wB97M-V/def2-TZVPD.

Last column: natural (NBO) charge in e.
Geometry (Å):
O: -2.212 0.879 0.725  -0.536
C: -1.178 0.482 0.260  0.549
C: 0.017 -0.063 0.821  -0.020
C: 1.128 -0.507 0.447  0.022
N: 1.301 -0.475 -0.905  -0.561
C: 0.239 0.027 -1.630  0.285
N: -0.868 0.458 -1.142  -0.457
H: -0.263 0.281 2.792  0.046
H: -0.682 -0.333 2.708  0.049
H: 2.139 -0.793 -1.368  0.417
H: 0.381 0.044 -2.708  0.205

Summary:
Calculated total energy in eV: -9235.65114
HOMO-LUMO gap in hartree: 0.3536
Energy above the lowest of the compared OMol25 structures with the same formula, charge and spin in eV: 4.8367
LUMO in eV: -0.4
SMILES: O=c1c#c[nH]cn1.[H][H]

(8)
Below is the molecule C13H23N3, with properties calculated with wB97M-V/def2-TZVPD.

Last column: natural (NBO) charge in e.
Geometry (Å):
C: 5.191 -1.205 1.284  -0.599
C: 4.700 -0.396 0.092  -0.394
C: 3.233 0.032 0.295  -0.394
C: 2.359 -0.256 -0.927  -0.393
C: 0.878 -0.147 -0.597  -0.378
C: 0.406 1.296 -0.474  -0.320
C: 0.265 1.866 -1.797  0.284
N: 0.191 2.316 -2.866  -0.303
C: -0.904 1.406 0.338  -0.137
C: -0.825 2.571 1.214  0.275
N: -0.766 3.466 1.976  -0.304
N: -2.062 1.501 -0.495  -0.599
C: -3.319 1.257 0.196  -0.221
C: -3.522 -0.162 0.752  -0.427
C: -4.379 -1.071 -0.162  -0.398
C: -3.611 -2.326 -0.585  -0.601
H: 4.804 -2.213 1.291  0.201
H: 6.271 -1.229 1.295  0.209
H: 4.897 -0.731 2.210  0.201
H: 5.331 0.473 0.025  0.203
H: 4.739 -0.972 -0.821  0.197
H: 3.186 1.088 0.516  0.199
H: 2.817 -0.530 1.123  0.190
H: 2.624 0.445 -1.709  0.210
H: 2.572 -1.250 -1.288  0.207
H: 0.307 -0.683 -1.347  0.216
H: 0.705 -0.658 0.340  0.205
H: 1.174 1.863 0.025  0.263
H: -0.901 0.553 1.013  0.213
H: -1.992 0.895 -1.299  0.371
H: -4.099 1.429 -0.531  0.204
H: -3.481 1.994 0.968  0.205
H: -4.026 -0.069 1.702  0.212
H: -2.587 -0.675 0.935  0.192
H: -4.725 -0.538 -1.033  0.196
H: -5.210 -1.419 0.428  0.206
H: -2.570 -2.101 -0.779  0.190
H: -3.643 -3.078 0.186  0.206
H: -4.027 -2.742 -1.493  0.211

Summary:
Calculated total energy in eV: -18323.19274
HOMO-LUMO gap in hartree: 0.3804
Energy above the lowest of the compared OMol25 structures with the same formula, charge and spin in eV: 0.0000
LUMO in eV: 0.6
SMILES: CCCCC[C@@H](C#N)[C@@H](C#N)NCCCC

Among the records above, which one has the highest calculated total energy?
C4H7NO

Repeat the fifth record exactly.
Below is a structure of composition C15H23BIrN4OSi, with properties calculated with wB97M-V/def2-TZVPD.

Last column: Löwdin spin population.
Geometry (Å):
Ir: -14.905 -3.551 1.746  2.662
C: -16.938 -2.066 1.837  0.033
C: -17.154 -2.689 0.600  0.054
C: -17.674 -4.010 0.575  0.061
C: -17.962 -4.658 1.774  0.069
C: -17.729 -4.035 2.991  0.066
C: -17.255 -2.742 3.058  0.047
H: -16.564 -1.037 1.874  0.001
H: -16.903 -2.234 -0.335  0.000
H: -17.754 -4.500 -0.393  0.001
H: -18.401 -5.652 1.758  0.001
H: -17.983 -4.571 3.883  0.002
H: -17.116 -2.301 4.045  0.001
B: -12.789 -2.770 4.605  0.258
N: -13.575 -4.067 4.562  0.074
C: -13.496 -5.024 5.527  0.046
C: -14.267 -6.096 5.201  0.021
C: -14.859 -5.708 4.012  0.078
N: -14.425 -4.529 3.576  0.075
N: -12.961 -1.775 3.539  0.122
C: -12.372 -0.548 3.551  0.049
C: -12.740 0.182 2.454  0.023
C: -13.660 -0.673 1.806  0.109
N: -13.775 -1.818 2.493  0.122
H: -12.831 -2.261 5.763  0.166
H: -11.577 -2.873 4.749  0.166
H: -12.807 -4.825 6.330  0.001
H: -14.466 -6.969 5.794  0.001
H: -15.659 -6.261 3.493  0.004
H: -11.704 -0.215 4.351  0.001
H: -12.328 1.171 2.188  0.001
H: -14.189 -0.559 0.896  0.005
C: -13.336 -5.241 -1.989  0.014
Si: -13.711 -3.517 -1.741  0.048
C: -15.058 -2.904 -2.743  0.008
C: -12.209 -2.425 -1.798  0.022
O: -14.152 -3.404 -0.087  0.583
H: -13.190 -5.314 -3.075  0.002
H: -14.233 -5.864 -1.832  0.000
H: -12.475 -5.616 -1.478  0.000
H: -14.647 -2.833 -3.755  0.001
H: -15.315 -1.901 -2.467  0.000
H: -15.884 -3.630 -2.764  0.000
H: -11.788 -2.490 -2.810  0.003
H: -11.390 -2.829 -1.162  0.000
H: -12.421 -1.387 -1.532  0.000

Summary:
Calculated total energy in eV: -35310.55216
Multiplicity: 6
HOMO-LUMO gap (spin up / spin down) in hartree: 0.3657 / 0.2134
Energy above the lowest of the compared OMol25 structures with the same formula, charge and spin in eV: 0.0000
LUMO (spin up / spin down) in eV: -5.7 / -10.0
Total charge: +2